# 1
{
  "formula": "C24H32N4O4",
  "method": "ωB97M-V/def2-TZVPD",
  "symbols": ["C", "O", "C", "C", "C", "C", "N", "N", "C", "O", "C", "C", "N", "C", "C", "N", "C", "C", "C", "C", "C", "C", "C", "C", "C", "C", "C", "O", "C", "C", "O", "C", "H", "H", "H", "H", "H", "H", "H", "H", "H", "H", "H", "H", "H", "H", "H", "H", "H", "H", "H", "H", "H", "H", "H", "H", "H", "H", "H", "H", "H", "H", "H", "H"],
  "positions_angstrom": [[-7.413, -1.917, -2.159], [-6.177, -1.263, -2.339], [-5.438, -0.811, -1.289], [-4.326, -0.066, -1.679], [-3.456, 0.473, -0.745], [-2.319, 1.258, -1.165], [-1.520, 1.768, -0.318], [-0.476, 2.492, -0.741], [0.415, 3.055, 0.140], [0.293, 2.984, 1.338], [1.538, 3.795, -0.558], [2.456, 2.902, -1.432], [3.165, 1.833, -0.783], [4.024, 2.240, 0.312], [4.959, 1.084, 0.659], [4.165, -0.059, 1.061], [4.942, -1.150, 1.634], [5.922, -1.791, 0.681], [7.214, -1.294, 0.552], [8.093, -1.839, -0.367], [7.692, -2.891, -1.172], [6.411, -3.399, -1.048], [5.533, -2.852, -0.128], [3.295, -0.460, -0.024], [2.363, 0.697, -0.375], [-3.687, 0.246, 0.613], [-4.770, -0.507, 1.022], [-5.024, -0.803, 2.331], [-4.145, -0.302, 3.312], [-5.679, -1.033, 0.075], [-6.760, -1.800, 0.444], [-7.559, -1.366, 1.527], [-7.761, -2.138, -3.169], [-8.142, -1.272, -1.661], [-7.305, -2.844, -1.596], [-4.176, 0.086, -2.737], [-2.178, 1.394, -2.247], [-0.335, 2.619, -1.747], [2.134, 4.287, 0.211], [1.107, 4.564, -1.203], [3.207, 3.559, -1.885], [1.874, 2.457, -2.245], [4.611, 3.106, -0.002], [3.442, 2.501, 1.210], [5.603, 1.375, 1.492], [5.589, 0.861, -0.220], [4.228, -1.898, 1.991], [5.475, -0.743, 2.498], [7.537, -0.478, 1.184], [9.095, -1.443, -0.453], [8.378, -3.317, -1.890], [6.093, -4.224, -1.669], [4.536, -3.258, -0.031], [2.700, -1.317, 0.300], [3.865, -0.742, -0.927], [1.714, 0.401, -1.203], [1.740, 0.924, 0.504], [-2.985, 0.664, 1.312], [-4.538, -0.660, 4.262], [-3.129, -0.683, 3.171], [-4.126, 0.791, 3.315], [-8.535, -1.829, 1.375], [-7.147, -1.690, 2.485], [-7.668, -0.279, 1.532]],
  "forces_ev_per_a": [[-0.3884, -0.2710, -0.0646], [0.3158, 0.1273, 0.1493], [-0.0100, 0.0136, 0.2274], [0.2180, 0.1439, 0.2189], [-0.8192, -0.5813, 0.2295], [0.7382, 0.5127, -0.4102], [-0.5109, -0.3762, 0.4627], [0.1254, 0.1198, -1.0446], [0.0345, 0.3001, 0.0648], [0.0685, -0.0354, 0.1211], [0.2887, -0.2557, -0.0553], [-0.1282, 0.2770, 0.0122], [0.0626, -0.0763, 0.0425], [0.2534, -0.1133, -0.0124], [-0.0795, 0.2842, 0.0282], [-0.0270, 0.0160, 0.0551], [-0.0513, 0.0496, 0.0196], [-0.0076, -0.0177, 0.0527], [-0.0432, -0.0485, 0.0276], [0.1125, 0.0406, -0.0297], [0.0544, -0.0321, -0.0581], [-0.0247, -0.0854, -0.0858], [0.0346, 0.0217, 0.0597], [-0.2845, 0.1137, -0.0807], [0.0479, -0.3596, -0.0109], [-0.0205, -0.0189, 0.0425], [0.0669, 0.0272, -0.0273], [-0.1909, -0.1498, -0.5226], [0.1556, 0.0851, 0.1906], [-0.2533, -0.0248, -0.0741], [0.6602, -0.0110, -0.1415], [-0.3211, 0.0065, 0.2826], [-0.0022, 0.0206, 0.0778], [0.0383, -0.0481, -0.0124], [-0.0505, 0.0981, -0.0866], [0.0232, 0.0305, -0.1523], [0.0273, 0.0231, 0.0639], [-0.0160, -0.0393, 0.4162], [-0.1371, 0.0125, 0.0054], [0.0008, 0.0781, 0.0070], [-0.1265, -0.0035, -0.0615], [0.0543, 0.0627, -0.0524], [0.0012, 0.0310, 0.0290], [0.0558, 0.0689, -0.0040], [0.0459, -0.0043, -0.0059], [-0.0060, 0.0601, 0.0821], [0.0802, 0.0081, 0.0412], [-0.0224, -0.0887, 0.0001], [0.0207, 0.0893, 0.0725], [0.0757, 0.0248, -0.0067], [0.0514, -0.0335, -0.0497], [-0.0189, -0.0630, -0.0451], [-0.1109, -0.0328, 0.0190], [0.0082, -0.0439, -0.0203], [-0.0838, -0.0194, 0.0519], [-0.0130, 0.0106, 0.0155], [-0.0087, -0.0909, -0.0475], [0.0403, 0.0206, 0.1791], [0.0704, 0.0508, -0.0425], [-0.0291, 0.0294, -0.0038], [0.0159, -0.0410, -0.0153], [0.0117, 0.0715, 0.0193], [-0.0864, 0.0498, -0.1289], [0.0136, -0.0142, -0.0144]],
  "nbo_charge": [-0.237, -0.497, 0.283, -0.242, -0.076, 0.048, -0.202, -0.458, 0.673, -0.577, -0.534, -0.186, -0.456, -0.231, -0.227, -0.433, -0.226, -0.068, -0.154, -0.228, -0.216, -0.209, -0.204, -0.230, -0.222, -0.316, 0.340, -0.520, -0.252, 0.163, -0.521, -0.243, 0.186, 0.174, 0.190, 0.219, 0.152, 0.363, 0.237, 0.225, 0.202, 0.184, 0.198, 0.183, 0.198, 0.176, 0.203, 0.202, 0.199, 0.211, 0.212, 0.212, 0.208, 0.200, 0.175, 0.196, 0.188, 0.245, 0.198, 0.184, 0.183, 0.184, 0.194, 0.176],
  "e_homo_ev": -7.9,
  "e_lumo_ev": 0.6,
  "e_above_lowest_kcal_mol": 136.9,
  "smiles": "COc1cc(/C=N/NC(=O)CCN2CCN(Cc3ccccc3)CC2)cc(OC)c1OC",
  "fmax_ha_per_bohr": 0.021
}



# 2
{
  "formula": "C24H32N4O5S",
  "method": "ωB97M-V/def2-TZVPD",
  "symbols": ["C", "C", "C", "C", "C", "N", "C", "S", "C", "C", "O", "O", "C", "C", "N", "C", "C", "C", "C", "O", "N", "C", "C", "C", "C", "N", "O", "C", "C", "C", "C", "C", "C", "O", "H", "H", "H", "H", "H", "H", "H", "H", "H", "H", "H", "H", "H", "H", "H", "H", "H", "H", "H", "H", "H", "H", "H", "H", "H", "H", "H", "H", "H", "H", "H", "H"],
  "positions_angstrom": [[-2.077, -6.122, 1.135], [-1.273, -5.725, 2.367], [-1.113, -4.213, 2.535], [-2.440, -3.476, 2.758], [-2.978, -2.768, 1.512], [-2.119, -1.662, 1.126], [-1.267, -1.734, 0.076], [-1.315, -3.114, -1.009], [-0.249, -2.407, -2.286], [1.016, -1.799, -1.704], [1.571, -0.853, -2.213], [1.551, -2.597, -0.782], [2.779, -2.199, -0.169], [2.557, -1.824, 1.288], [-0.400, -0.838, -0.235], [-0.346, 0.318, 0.486], [0.604, 1.284, 0.159], [0.582, 2.506, 0.797], [1.603, 3.499, 0.332], [2.793, 3.316, 0.525], [1.136, 4.570, -0.348], [-0.241, 4.794, -0.731], [-0.337, 5.072, -2.240], [0.754, 4.292, -2.980], [0.521, 2.789, -2.752], [1.501, 1.967, -3.167], [-0.517, 2.365, -2.283], [2.138, 4.816, -2.543], [2.078, 5.361, -1.107], [-0.336, 2.756, 1.822], [-1.232, 1.781, 2.197], [-1.258, 0.555, 1.527], [-2.201, -0.490, 1.903], [-3.007, -0.420, 2.806], [-3.108, -5.788, 1.216], [-2.081, -7.204, 1.025], [-1.641, -5.686, 0.239], [-1.752, -6.134, 3.260], [-0.277, -6.169, 2.297], [-0.605, -3.811, 1.657], [-0.461, -4.039, 3.394], [-3.200, -4.179, 3.102], [-2.324, -2.721, 3.537], [-3.962, -2.347, 1.739], [-3.055, -3.453, 0.667], [-0.800, -1.641, -2.831], [0.014, -3.229, -2.952], [3.196, -1.357, -0.730], [3.449, -3.060, -0.249], [1.920, -0.947, 1.362], [3.512, -1.600, 1.753], [2.087, -2.649, 1.820], [1.324, 1.069, -0.612], [-0.638, 5.648, -0.167], [-0.830, 3.910, -0.490], [-1.318, 4.755, -2.593], [-0.223, 6.136, -2.450], [0.639, 4.446, -4.059], [2.361, 2.304, -3.560], [1.416, 0.974, -2.983], [2.881, 4.020, -2.580], [2.464, 5.610, -3.217], [1.749, 6.403, -1.090], [3.054, 5.286, -0.626], [-0.330, 3.713, 2.322], [-1.939, 1.941, 2.998]],
  "forces_ev_per_a": [[0.1459, -0.0468, 0.2098], [0.0827, 0.1506, -0.1587], [-0.1222, -0.1843, 0.2311], [0.1612, 0.0962, -0.1483], [-0.3641, -0.2492, 0.4112], [-0.0752, 0.1992, 0.1583], [0.5988, 0.3757, -0.5367], [-0.2397, -0.3786, -0.2389], [-0.1714, 0.1502, 0.3977], [0.1844, -0.2358, -0.6889], [0.2314, 0.0190, -0.0932], [-0.0068, -0.2619, -0.0376], [0.4594, 0.2858, 0.1954], [-0.1488, -0.1188, -0.4026], [-0.5164, -0.2115, 0.0977], [-0.4230, 0.3734, 0.6201], [-0.0668, 0.1732, 0.2458], [0.1088, -0.4951, 0.0454], [-0.0437, 0.0101, 0.2221], [0.1968, -0.2048, -0.0152], [0.0560, 0.1500, -0.0997], [-0.5732, 0.1124, 0.0384], [0.0357, -0.2473, -0.0560], [-0.2543, 0.0590, 0.0781], [0.1890, 0.4784, -0.4152], [0.3487, -0.3801, -0.0610], [-0.3907, -0.1213, 0.0990], [-0.0189, 0.0663, 0.0609], [0.4469, 0.0363, -0.0123], [-0.0123, -0.0004, 0.0158], [-0.0723, -0.0430, 0.0177], [0.4381, 0.2267, -0.2595], [-0.0053, -0.0200, -0.0082], [-0.0841, 0.0352, 0.0918], [-0.1833, 0.0283, -0.0543], [-0.0816, -0.0851, -0.0821], [0.0136, -0.0032, -0.1171], [0.0518, -0.0362, 0.0598], [-0.0037, -0.0638, 0.0698], [0.1500, 0.0414, 0.0035], [0.0502, 0.0600, -0.0694], [-0.0894, -0.0186, 0.0672], [-0.1110, -0.0481, -0.0174], [0.1022, -0.1097, -0.1706], [-0.1077, 0.0639, 0.0650], [0.1836, -0.0266, 0.0355], [0.0102, -0.0037, 0.0231], [-0.0020, -0.2004, 0.0724], [-0.0805, 0.1305, -0.0421], [-0.0150, 0.0743, 0.0624], [0.1053, 0.0296, 0.0765], [-0.0340, -0.0640, 0.1037], [0.0699, -0.0039, -0.1327], [-0.0186, -0.0777, -0.0407], [0.0567, 0.1903, -0.0461], [-0.0076, 0.0853, 0.0253], [-0.0069, 0.0195, -0.0261], [0.0150, -0.0533, 0.0764], [-0.0575, 0.0584, 0.0704], [-0.0336, -0.0371, -0.0485], [0.0676, 0.0545, -0.0133], [0.0420, -0.0266, -0.0183], [0.0237, -0.0276, 0.0014], [-0.1379, 0.1213, -0.0719], [-0.0253, 0.0952, 0.0593], [-0.0408, 0.0341, 0.0746]],
  "nbo_charge": [-0.614, -0.386, -0.408, -0.417, -0.219, -0.444, 0.348, 0.280, -0.615, 0.862, -0.677, -0.527, -0.078, -0.629, -0.560, 0.262, -0.202, -0.080, 0.671, -0.623, -0.435, -0.222, -0.412, -0.324, 0.682, -0.830, -0.643, -0.405, -0.228, -0.214, -0.139, -0.213, 0.666, -0.600, 0.195, 0.213, 0.207, 0.193, 0.201, 0.198, 0.211, 0.209, 0.232, 0.238, 0.214, 0.255, 0.255, 0.209, 0.186, 0.218, 0.220, 0.209, 0.243, 0.190, 0.247, 0.241, 0.202, 0.237, 0.390, 0.440, 0.209, 0.213, 0.193, 0.250, 0.220, 0.235],
  "e_homo_ev": -8.4,
  "e_lumo_ev": 0.5,
  "e_above_lowest_kcal_mol": 0.0,
  "smiles": "CCCCCn1c(SCC(=O)OCC)nc2cc(C(=O)N3CCC(C(N)=O)CC3)ccc2c1=O",
  "fmax_ha_per_bohr": 0.017
}



Number 1: orbital gap 8.47 eV, energy -39555.3742 eV. Number 2: orbital gap 8.96 eV, energy -52443.3535 eV.